ORCA calculation (the ωB97M-V functional and the def2-TZVPD basis) on C35H75BCaF10IKLiN4O5P2 as an isolated structure at a distorted geometry.

## Properties
Highest occupied orbital energy   -0.2784 Ha
Gap between HOMO and LUMO   1.6 eV
Total energy   -143199.086 eV

ORCA input file:
```
! RIJCOSX wB97M-V def2-TZVPD def2/J DEFGRID3
* xyz 1 1
C 0.427 -0.390 3.054
C -0.192 0.763 3.192
P -1.479 1.405 2.043
C -1.356 1.062 0.192
C -0.026 0.270 -0.250
C -0.303 -0.215 -1.724
C -0.454 -1.752 -1.832
C 0.080 -2.338 -3.180
C 1.574 -2.771 -3.048
C 2.002 -3.664 -4.240
C 3.474 -4.217 -4.200
C 4.309 -3.792 -2.971
C 3.975 -4.601 -1.697
C 3.764 -3.748 -0.441
C 4.949 -2.816 -0.106
C 5.055 -2.610 1.410
C 3.805 -1.823 1.928
C -0.371 3.027 1.896
C -0.547 4.006 3.043
O -1.326 3.863 3.907
N 0.348 5.166 3.111
C -0.011 6.134 2.092
C 0.206 5.852 4.410
C -2.671 -0.039 2.283
C -3.763 0.344 3.286
C -3.283 0.562 4.743
I -5.139 -1.313 3.188
H 1.309 -0.682 3.606
H 0.015 -1.142 2.390
H 0.093 1.401 4.029
H -2.544 2.271 2.443
H -2.185 0.475 -0.202
H -1.328 2.001 -0.406
H 0.139 -0.628 0.331
H 0.868 0.935 -0.251
H -1.214 0.277 -2.111
H 0.524 0.064 -2.404
H -1.485 -2.061 -1.663
H 0.135 -2.231 -1.046
H -0.013 -1.570 -3.958
H -0.524 -3.187 -3.494
H 2.173 -1.863 -2.941
H 1.604 -3.375 -2.142
H 1.304 -4.499 -4.257
H 1.882 -3.072 -5.152
H 3.399 -5.306 -4.156
H 4.058 -3.985 -5.091
H 5.352 -4.015 -3.214
H 4.255 -2.708 -2.846
H 4.800 -5.283 -1.481
H 3.094 -5.232 -1.845
H 3.611 -4.430 0.401
H 2.865 -3.127 -0.479
H 4.780 -1.836 -0.562
H 5.889 -3.250 -0.457
H 5.067 -3.558 1.949
H 5.940 -2.030 1.678
H 3.312 -1.358 1.065
H 3.085 -2.503 2.382
H 4.078 -1.057 2.652
H -0.501 3.569 0.907
H 0.697 2.659 1.952
H -0.116 5.675 1.107
H 0.748 6.945 2.046
H -0.973 6.621 2.305
H -0.770 6.344 4.477
H 0.956 6.647 4.487
H 0.327 5.164 5.240
H -3.216 -0.293 1.367
H -2.212 -0.956 2.661
H -4.331 1.198 2.921
H -3.292 1.633 4.959
H -3.993 0.080 5.409
H -2.313 0.115 4.966
K 1.623 2.597 -0.070
C -2.763 4.182 9.230
O -1.562 4.241 9.396
N -3.376 4.254 8.028
C -4.818 4.186 7.886
C -2.553 4.405 6.845
H -3.469 4.067 10.070
H -5.085 3.331 7.262
H -5.185 5.102 7.418
H -5.290 4.073 8.860
H -1.869 3.557 6.769
H -1.962 5.321 6.930
H -3.175 4.452 5.954
B -5.243 -0.535 -1.031
F -5.057 -1.890 -0.758
F -4.244 0.225 -0.330
F -5.105 -0.298 -2.416
F -6.522 -0.125 -0.611
C -7.971 -6.463 0.489
C -7.122 -5.233 0.250
O -6.735 -4.945 -0.856
C -6.788 -4.392 1.461
H -8.137 -6.976 -0.457
H -7.460 -7.143 1.174
H -8.936 -6.175 0.909
H -6.227 -4.992 2.183
H -7.707 -4.022 1.919
H -6.178 -3.542 1.158
Li 2.084 7.897 1.647
C 6.470 -0.665 -4.329
C 5.774 -1.007 -5.641
C 6.495 -2.090 -6.460
O 7.651 -1.644 -7.139
C 8.821 -1.561 -6.344
N 5.583 0.223 -6.418
H 7.342 -0.027 -4.477
H 5.787 -0.132 -3.675
H 6.794 -1.562 -3.798
H 4.784 -1.400 -5.382
H 5.811 -2.427 -7.244
H 6.725 -2.970 -5.845
H 8.858 -2.351 -5.589
H 8.898 -0.581 -5.867
H 9.679 -1.673 -7.006
H 5.022 0.009 -7.239
H 6.488 0.482 -6.804
C -8.358 1.657 -1.925
C -6.976 2.120 -1.969
N -5.893 2.467 -1.980
H -8.376 0.574 -2.032
H -8.805 1.926 -0.971
H -8.928 2.114 -2.732
F 1.872 2.508 -3.897
P 1.360 3.682 -4.931
F 2.650 4.534 -4.456
F 0.606 4.331 -3.599
F -0.095 4.219 -5.477
F 0.982 2.287 -5.680
F 1.968 4.182 -6.332
O 0.184 -0.259 6.410
H 0.017 -0.099 5.485
Ca -0.752 2.772 -3.629
*
```

Mulliken atomic charge list, values in e, 99 entries: number 1, C, carries -0.807; number 2, C, carries -0.888; number 3, P, carries 1.842; number 4, C, carries -0.372; number 5, C, carries 0.200; number 6, C, carries -0.240; number 7, C, carries -0.984; number 8, C, carries -1.278; number 9, C, carries 0.389; number 10, C, carries -0.995; number 11, C, carries -1.223; number 12, C, carries 0.198; number 13, C, carries -1.434; number 14, C, carries 0.336; number 15, C, carries -0.636; number 16, C, carries -0.978; number 17, C, carries -0.690; number 18, C, carries -1.607; number 19, C, carries 0.251; number 20, O, carries -0.501; number 21, N, carries 0.025; number 22, C, carries -0.316; number 23, C, carries -0.904; number 24, C, carries -0.927; number 25, C, carries -0.569; number 26, C, carries -0.921; number 27, I, carries 0.140; number 28, H, carries 0.552; number 29, H, carries 0.205; number 30, H, carries 0.987; number 31, H, carries -0.178; number 32, H, carries 0.417; number 33, H, carries -0.146; number 34, H, carries -0.222; number 35, H, carries -0.242; number 36, H, carries 0.253; number 37, H, carries 0.402; number 38, H, carries 0.517; number 39, H, carries 0.413; number 40, H, carries 0.347; number 41, H, carries 0.532; number 42, H, carries 0.209; number 43, H, carries -0.054; number 44, H, carries 0.378; number 45, H, carries 0.294; number 46, H, carries 0.471; number 47, H, carries 0.277; number 48, H, carries 0.700; number 49, H, carries -0.109; number 50, H, carries 0.429; number 51, H, carries 0.457; number 52, H, carries 0.554; number 53, H, carries -0.476; number 54, H, carries 0.243; number 55, H, carries 0.444; number 56, H, carries 0.395; number 57, H, carries 0.336; number 58, H, carries -0.039; number 59, H, carries 0.289; number 60, H, carries 0.486; number 61, H, carries 0.636; number 62, H, carries 0.290; number 63, H, carries 0.527; number 64, H, carries -0.781; number 65, H, carries 0.443; number 66, H, carries 0.371; number 67, H, carries 0.314; number 68, H, carries 0.312; number 69, H, carries 0.057; number 70, H, carries 0.509; number 71, H, carries 0.617; number 72, H, carries 0.069; number 73, H, carries 0.500; number 74, H, carries 0.399; number 75, K, carries 0.874; number 76, C, carries 0.074; number 77, O, carries -0.570; number 78, N, carries 0.197; number 79, C, carries -0.864; number 80, C, carries -1.074; number 81, H, carries 0.268; number 82, H, carries 0.280; number 83, H, carries 0.308; number 84, H, carries 0.317; number 85, H, carries 0.356; number 86, H, carries 0.301; number 87, H, carries 0.409; number 88, B, carries 0.291; number 89, F, carries -0.431; number 90, F, carries -0.402; number 91, F, carries -0.408; number 92, F, carries -0.355; number 93, C, carries -1.165; number 94, C, carries 0.769; number 95, O, carries -0.525; number 96, C, carries -0.511; number 97, H, carries 0.311; number 98, H, carries 0.311; number 99, H, carries 0.310